Molecular formula: C51H68Br2N11O5P
Method: DFT, ωB97M-V/def2-TZVPD

Geometry as XYZ:
```
138
Properties=species:S:1:pos:R:3:forces:R:3
C -1.3682 -0.5255 -5.5515 0.106 -0.177 -0.007
O -1.5073 0.1862 -4.3386 0.015 0.257 0.152
C -1.2488 1.5673 -4.4668 0.023 -0.335 -0.112
C -0.4695 2.0743 -3.2832 -0.154 -0.059 0.273
O -1.0906 1.7007 -2.0786 -0.278 0.013 0.010
C -0.1751 1.8138 -1.0032 0.006 -0.132 -0.158
C -0.8904 1.9275 0.2979 -0.018 1.173 0.690
Br -1.6280 0.2960 0.8241 -0.284 -0.184 0.231
C -0.9833 3.0663 1.0196 -0.026 -1.196 -0.719
C -0.5791 4.4238 0.5648 0.378 -0.046 0.109
Br -1.7318 3.1032 2.7502 -0.173 -0.120 0.028
P -2.7230 2.5921 -4.7629 -0.066 0.509 0.065
O -2.6236 3.9391 -4.1707 -0.316 -0.614 0.079
O -3.9646 1.7252 -4.2885 -0.007 0.113 0.118
O -2.9485 2.5936 -6.3416 -0.224 -0.392 0.139
H -0.3822 -0.3755 -5.9939 0.178 0.147 -0.055
H -1.4524 -1.5756 -5.3038 -0.189 -0.193 -0.007
H -2.1241 -0.2497 -6.2819 -0.210 0.014 -0.112
H -0.5997 1.7150 -5.3355 0.113 0.255 -0.140
H 0.5198 1.6470 -3.3532 0.557 -0.232 0.079
H -0.4023 3.1589 -3.3235 0.212 0.275 -0.210
H 0.4875 2.6535 -1.1754 0.131 0.367 0.074
H 0.4510 0.9185 -0.9696 0.096 -0.089 -0.035
H -1.4650 5.0372 0.4432 -0.139 0.150 0.006
H -0.0272 4.4082 -0.3632 0.031 -0.060 -0.343
H 0.0629 4.8842 1.3090 -0.003 0.196 0.147
H -4.5585 2.3155 -3.8096 -0.337 -0.005 0.102
H -2.1483 2.8489 -6.7982 0.274 0.252 -0.448
C 0.9577 -3.5214 1.4483 0.029 -0.021 0.013
C 1.3783 -4.5496 2.3369 -0.017 0.000 -0.052
C 0.4736 -4.5936 3.3636 -0.028 0.041 -0.001
N -0.4728 -3.6323 3.1288 0.041 -0.024 -0.013
C -0.1863 -2.9750 1.9654 -0.035 -0.020 0.013
H 1.4402 -3.2180 0.5347 0.010 0.005 -0.018
H 2.2438 -5.1817 2.2331 0.018 -0.007 0.003
H 0.4217 -5.2234 4.2351 0.003 -0.016 0.006
H -1.2569 -3.4367 3.7208 -0.053 0.016 0.028
H -0.8139 -2.1787 1.6036 0.054 -0.083 0.027
C 0.1877 6.8241 -4.8964 0.050 0.056 0.093
C 0.9989 7.0919 -3.7566 0.035 -0.010 -0.083
C 0.3761 6.5338 -2.6756 -0.159 -0.104 0.064
N -0.7858 5.9445 -3.1169 0.070 0.126 0.060
C -0.9051 6.1184 -4.4703 0.019 0.172 -0.131
H 0.3835 7.1234 -5.9118 0.006 0.024 -0.024
H 1.9286 7.6339 -3.7358 0.038 -0.002 0.002
H 0.6475 6.5067 -1.6338 0.035 0.045 0.011
H -1.4530 5.4601 -2.5426 -0.054 -0.193 -0.145
H -1.7556 5.7283 -5.0027 0.143 0.108 0.100
C 4.2302 -6.3968 4.5925 -0.100 0.000 0.053
C 4.2363 -4.9792 4.4725 0.006 -0.007 0.058
C 5.5428 -4.5909 4.3559 0.048 -0.053 0.010
N 6.3214 -5.7164 4.4019 -0.043 0.026 -0.005
C 5.5317 -6.8212 4.5457 0.022 0.020 0.018
H 3.3655 -7.0330 4.6919 -0.007 -0.036 -0.111
H 3.3806 -4.3261 4.4690 -0.015 0.012 -0.030
H 5.9829 -3.6159 4.2427 0.002 0.021 0.004
H 7.3213 -5.7282 4.3410 0.061 0.001 -0.008
H 5.9580 -7.8077 4.6000 -0.005 -0.019 -0.004
C 2.3180 -10.0583 8.2210 -0.030 0.001 0.014
C 1.1952 -9.3061 8.6649 -0.007 -0.059 -0.039
C 1.2773 -8.0708 8.0791 -0.021 0.071 -0.054
N 2.4032 -8.0476 7.3038 -0.039 -0.014 -0.012
C 3.0425 -9.2529 7.3835 0.001 0.027 -0.011
H 2.5651 -11.0714 8.4887 0.003 -0.017 0.007
H 0.4204 -9.6315 9.3384 -0.002 0.008 0.028
H 0.6343 -7.2101 8.1511 0.003 0.013 0.067
H 2.7171 -7.2642 6.7607 0.087 0.047 0.026
H 3.9539 -9.4336 6.8406 0.020 -0.006 0.002
C -2.9103 10.2457 -0.2055 -0.034 -0.044 -0.011
C -2.8974 9.1255 0.6709 0.069 0.111 0.026
C -2.4279 8.0612 -0.0511 -0.155 -0.137 0.011
N -2.1838 8.4824 -1.3240 0.071 -0.031 -0.049
C -2.4615 9.8143 -1.4280 -0.084 -0.045 0.045
H -3.2185 11.2491 0.0327 0.005 0.023 0.011
H -3.1910 9.1049 1.7073 0.026 0.029 0.023
H -2.2630 7.0344 0.2250 0.056 -0.015 0.061
H -1.8479 7.8844 -2.0586 0.109 0.115 -0.142
H -2.3258 10.3380 -2.3578 0.004 0.020 -0.008
C 3.4625 0.6430 -3.6654 -0.065 0.018 -0.002
C 4.8178 0.2158 -3.6629 0.026 0.025 -0.015
C 4.8186 -1.1439 -3.8143 -0.043 -0.011 0.010
N 3.5168 -1.5551 -3.9086 -0.007 0.054 -0.070
C 2.6821 -0.4728 -3.8198 -0.037 -0.048 -0.003
H 3.1050 1.6546 -3.5600 0.011 0.011 -0.022
H 5.6903 0.8370 -3.5555 0.024 0.003 -0.010
H 5.6292 -1.8499 -3.8566 0.023 -0.002 0.004
H 3.2205 -2.5071 -4.0107 -0.013 -0.060 0.054
H 1.6118 -0.5909 -3.8686 -0.017 -0.002 0.040
C -3.1678 -6.2511 9.5112 -0.003 -0.016 0.032
C -3.2400 -7.5018 10.1834 -0.002 0.036 0.003
C -2.6494 -8.4346 9.3736 0.015 0.008 -0.024
N -2.2256 -7.7976 8.2412 -0.027 0.004 -0.017
C -2.5364 -6.4678 8.3159 0.024 -0.031 -0.019
H -3.5366 -5.3036 9.8652 -0.006 0.015 0.009
H -3.6743 -7.6928 11.1497 -0.007 0.000 0.018
H -2.4944 -9.4910 9.5069 -0.008 -0.018 0.006
H -1.7550 -8.2398 7.4738 0.066 -0.041 -0.005
H -2.2826 -5.7924 7.5174 -0.013 0.017 -0.012
C -7.4150 5.9191 1.8949 0.007 0.051 -0.050
C -7.4372 7.3013 1.5558 -0.042 -0.046 0.017
C -6.1664 7.6549 1.1892 0.024 -0.033 0.023
N -5.3793 6.5427 1.2990 -0.049 -0.028 -0.038
C -6.1299 5.4799 1.7190 0.037 0.000 0.046
H -8.2455 5.3195 2.2263 -0.019 -0.011 0.002
H -8.2899 7.9584 1.5769 -0.018 0.008 0.003
H -5.7514 8.5902 0.8568 -0.005 0.023 -0.005
H -4.3994 6.5142 1.0939 0.060 0.072 -0.058
H -5.6833 4.5102 1.8591 -0.020 -0.016 0.034
C 7.2808 1.8646 -0.8966 0.027 -0.003 0.010
C 8.1136 1.9866 0.2503 0.003 0.007 -0.042
C 7.3965 1.5339 1.3242 -0.042 -0.016 -0.004
N 6.1657 1.1447 0.8706 0.042 0.022 -0.020
C 6.0863 1.3408 -0.4806 -0.040 0.008 0.060
H 7.5329 2.1317 -1.9090 0.011 0.009 -0.014
H 9.1215 2.3635 0.2813 0.018 0.007 -0.002
H 7.6558 1.4554 2.3654 0.012 0.008 0.016
H 5.4320 0.7724 1.4420 -0.048 -0.033 0.030
H 5.1936 1.0914 -1.0275 -0.002 -0.025 -0.017
C -4.1405 -2.1874 -0.8043 0.022 0.017 0.029
C -5.0175 -1.2656 -0.1702 0.037 0.012 0.017
C -4.9303 -0.0845 -0.8609 -0.030 0.006 -0.062
N -4.0459 -0.2593 -1.8875 0.013 0.137 -0.062
C -3.5565 -1.5315 -1.8580 0.010 -0.012 -0.031
H -3.9598 -3.2112 -0.5210 -0.002 -0.002 -0.004
H -5.6376 -1.4473 0.6917 -0.003 0.002 0.005
H -5.4278 0.8585 -0.7094 -0.005 0.005 0.026
H -3.7917 0.4412 -2.5697 0.068 -0.255 0.153
H -2.8387 -1.8614 -2.5883 0.034 0.003 0.000
C 0.4641 -2.8377 -9.6746 0.010 0.040 -0.027
C 1.2877 -1.7437 -10.0602 -0.038 -0.019 -0.015
C 2.0158 -1.3725 -8.9627 -0.017 0.004 0.043
N 1.6633 -2.1977 -7.9296 -0.040 -0.010 -0.002
C 0.7197 -3.0950 -8.3555 0.029 0.054 0.078
H -0.2332 -3.3732 -10.2958 -0.008 -0.011 -0.015
H 1.3395 -1.2849 -11.0327 0.002 0.002 -0.021
H 2.7509 -0.5982 -8.8288 0.016 0.009 -0.006
H 2.0405 -2.1501 -7.0023 0.061 0.010 0.038
H 0.3152 -3.8347 -7.6865 -0.010 -0.023 -0.008
```
Forces are in eV/Å.

LUMO energy: -0.06 eV
DFT total energy: -229990.8804 eV
maximum force: 1.40 eV/Å
HOMO: -8.09 eV
HOMO-LUMO gap: 8.03 eV
SMILES: CO[C@H](COC/C(Br)=C(\C)Br)P(=O)(O)O.c1cc[nH]c1.c1cc[nH]c1.c1cc[nH]c1.c1cc[nH]c1.c1cc[nH]c1.c1cc[nH]c1.c1cc[nH]c1.c1cc[nH]c1.c1cc[nH]c1.c1cc[nH]c1.c1cc[nH]c1

Molecular formula: C3H9NO3
Method: DFT, ωB97M-V/def2-TZVPD

Geometry as XYZ:
```
16
Properties=species:S:1:pos:R:3:forces:R:3
N 1.4098 -0.2376 0.0069 0.539 -0.407 1.299
C 0.2157 -0.5525 0.8106 -0.176 1.574 -0.523
C -0.4650 -1.6955 0.1227 -0.161 -1.210 -0.732
O -1.6188 -1.8253 -0.1816 -0.195 0.515 0.473
C -0.6710 0.7154 0.9308 1.098 -1.450 -0.902
O -0.1091 1.6037 1.8542 -0.600 0.406 0.602
H 1.2677 0.2517 -0.8584 -0.194 -0.391 -0.156
H 1.8938 -1.1127 -0.1605 0.343 0.332 -0.298
H 0.5416 -0.7718 1.8312 -0.043 -0.436 -0.113
H 0.2392 -2.4807 -0.2552 0.110 0.169 0.315
H -0.7125 1.1346 -0.0804 -0.410 0.258 0.400
H -1.6694 0.3429 1.1687 0.015 0.696 0.519
H 0.8197 1.7745 1.6586 -0.138 -0.263 -0.257
O -0.5503 0.5707 -2.2937 0.428 0.582 -0.101
H -0.5752 1.2837 -2.9417 -0.284 -0.193 -0.381
H -0.0161 0.9991 -1.6121 -0.331 -0.182 -0.146
```
Forces are in eV/Å.

LUMO energy: 0.52 eV
DFT total energy: -10888.2105 eV
maximum force: 2.03 eV/Å
relative energy (zero: lowest compared OMol25 entry of this formula, charge and spin): 54.7 kcal/mol
HOMO: -9.59 eV
HOMO-LUMO gap: 10.11 eV
SMILES: N[C@H](C=O)CO.O

Molecular formula: C14H19BCl2N2O4
Method: DFT, ωB97M-V/def2-TZVPD

Geometry as XYZ:
```
42
Properties=species:S:1:pos:R:3:forces:R:3
C 0.3458 -1.5152 -4.1241 -0.869 -0.091 1.911
C 0.6535 -1.0978 -2.6635 -0.572 -1.501 -0.843
C -0.4166 -0.1470 -2.1803 -1.797 0.560 0.228
C 2.0703 -0.5750 -2.5878 1.004 -0.225 2.533
C 2.2662 0.3473 -1.3729 0.407 3.936 -1.176
N 1.8719 -0.0751 -0.0679 0.187 -0.991 1.323
C 2.4558 0.4301 1.0556 -0.995 -1.038 -0.928
O 3.1987 1.3852 1.0282 1.074 1.428 -0.217
C 2.1006 -0.1946 2.3729 -0.797 -1.440 0.880
N 0.6971 0.1080 2.7457 -0.803 0.005 -0.198
C -0.3193 -0.7090 2.2277 1.289 2.131 2.026
O -0.0122 -1.5311 1.4257 -0.225 -2.365 -1.663
C -1.7337 -0.4964 2.6833 -1.670 0.191 -1.007
C -2.7652 -0.9924 1.8014 1.807 1.393 1.496
C -4.0523 -0.5650 1.8669 -1.496 -0.625 0.462
Cl -5.2757 -1.0255 0.6861 0.618 -0.145 0.243
C -4.5019 0.1794 2.9436 1.919 0.818 0.226
C -3.5000 0.7185 3.7812 -1.100 0.023 -0.080
C -2.1608 0.3596 3.6972 0.254 -0.373 -0.583
Cl -1.0137 0.9444 4.8736 -0.785 0.397 0.356
B 1.6581 1.8781 -1.7046 -0.219 -1.403 -0.436
O 1.0746 2.0445 -2.9649 0.783 1.651 0.962
O 1.7145 2.9210 -0.8232 0.956 -0.798 0.637
H 0.4183 -0.7282 -4.8097 0.206 1.502 -0.886
H -0.6608 -1.8989 -4.1881 -0.393 -0.242 -0.038
H 1.0050 -2.2669 -4.4253 1.117 -1.322 -0.551
H 0.5182 -2.0404 -2.0651 0.471 0.717 -0.289
H -1.4365 -0.6460 -2.3056 1.262 0.618 0.256
H -0.4161 0.8092 -2.7540 -0.310 -1.186 0.430
H -0.3097 0.1340 -1.1029 -0.197 -0.277 -0.769
H 2.3533 0.0046 -3.4322 -0.096 0.591 -0.871
H 2.8839 -1.3127 -2.4913 -0.716 -0.528 -0.277
H 3.3175 0.6803 -1.2485 0.017 -0.675 -0.339
H 1.2193 -0.8419 0.0231 0.125 0.001 0.274
H 2.1862 -1.3235 2.3083 -0.177 1.291 0.064
H 2.7901 0.1384 3.1812 -0.581 0.059 -0.769
H 0.4332 1.0357 3.1146 0.636 -1.085 -0.293
H -2.4621 -1.6679 1.0828 0.625 -1.121 -1.653
H -5.5519 0.3733 3.0529 -0.125 0.430 0.119
H -3.7716 1.5309 4.4336 -0.108 -0.228 0.609
H 0.8106 2.9852 -3.0078 0.097 -0.490 -0.302
H 2.3176 2.6425 -0.0656 -0.821 0.407 -0.865
```
Forces are in eV/Å.

LUMO energy: -0.36 eV
DFT total energy: -51720.8761 eV
maximum force: 4.13 eV/Å
relative energy (zero: lowest compared OMol25 entry of this formula, charge and spin): 40.6 kcal/mol
HOMO: -8.86 eV
HOMO-LUMO gap: 8.50 eV
SMILES: CC(C)C[C@H](NC(=O)CNC(=O)c1cc(Cl)ccc1Cl)B(O)O